No. 1
The following is a DFT calculation (the ωB97M-V functional and the def2-TZVPD basis) of a cluster of 2 separate species, H6NO in total.

Summary:
* net charge: +1
* orbital gap: 12.35 eV
* multiplicity: 1

Each line ends with the natural charge from an NBO analysis.
Geometry (Å):
O (0.6171, -0.2928, -1.2406)  -0.99
N (-0.6739, 0.3164, 1.1297)  -0.91
H (-0.4854, 1.3818, 1.3536)  0.46
H (-0.5070, 0.1752, 0.1352)  0.50
H (0.5751, -0.9207, -2.0153)  0.52
H (1.5581, -0.4676, -0.8979)  0.50
H (-1.5039, 0.0805, 1.6693)  0.46
H (0.1441, -0.1219, 1.7717)  0.46



No. 2
The following is a DFT calculation (the ωB97M-V functional and the def2-TZVPD basis) of an isolated molecule of C6H8O2.

Summary:
* orbital gap: 9.83 eV
* multiplicity: 1
* SMILES string: C1=C[C@@H]2CCO[C@H]2O1

Each line ends with the natural charge from an NBO analysis.
Geometry (Å):
O (-0.8318, -1.5913, -0.1818)  -0.51
O (1.5560, -1.3984, -0.1323)  -0.49
C (-1.8952, -0.5059, -0.0220)  -0.10
C (2.4103, -0.3177, 0.0022)  0.12
C (1.6826, 0.8617, 0.0066)  -0.30
C (-1.2644, 0.8963, 0.0831)  -0.43
C (0.1824, 0.4644, -0.2152)  -0.29
C (0.3138, -0.9612, 0.3180)  0.38
H (2.1798, 1.8821, -0.3795)  0.23
H (0.3984, -0.8350, 1.3863)  0.13
H (-1.4238, 1.4273, 1.1354)  0.21
H (-1.6740, 1.6605, -0.5978)  0.23
H (-2.7281, -0.7619, 0.7556)  0.21
H (3.4882, -0.3739, 0.1745)  0.22
H (-2.4008, -0.6293, -1.0143)  0.20
H (0.0066, 0.1823, -1.3189)  0.20



No. 3
The following is a DFT calculation (the ωB97M-V functional and the def2-TZVPD basis) of an isolated molecule of C6H13N2OPS.

Summary:
* orbital gap: 9.63 eV
* multiplicity: 1
* SMILES string: O=[P@]1(N2CCCC2)NCCS1

Each line ends with the natural charge from an NBO analysis.
Geometry (Å):
S (-1.7360, 0.0560, -1.8207)  -0.11
P (-0.7156, -1.0083, -0.3100)  2.04
O (-0.4579, -2.4216, -0.6747)  -1.10
N (-1.8989, -0.8893, 0.8993)  -0.95
N (0.7960, -0.3063, 0.1825)  -0.77
C (-2.8869, 0.1796, 0.6987)  -0.23
C (2.0334, -1.0659, -0.0840)  -0.20
C (3.0569, -0.0277, 0.3523)  -0.41
C (2.4700, 1.2832, -0.1171)  -0.41
C (0.9668, 1.1202, 0.1068)  -0.23
C (-3.2683, 0.1798, -0.7783)  -0.51
H (4.0503, -0.2136, -0.1028)  0.22
H (2.6755, 1.4537, -1.1849)  0.20
H (2.8677, 2.1069, 0.4658)  0.22
H (-3.9419, -0.6751, -0.9466)  0.21
H (2.1393, -1.9922, 0.5195)  0.22
H (-2.5093, 1.1564, 0.9770)  0.20
H (3.1278, -0.0611, 1.4505)  0.21
H (-3.8067, 1.1106, -1.0565)  0.23
H (0.6375, 1.6113, 1.0338)  0.19
H (-2.3016, -1.7782, 0.9830)  0.40
H (0.4162, 1.5366, -0.7675)  0.20
H (-3.7526, -0.0208, 1.3213)  0.21
H (2.0384, -1.3343, -1.1472)  0.19



No. 4
The following is a DFT calculation (the ωB97M-V functional and the def2-TZVPD basis) of a cluster of 2 separate species, C5H8NO in total.

Summary:
* net charge: +1
* orbital gap: 9.19 eV
* multiplicity: 1

Each line ends with the natural charge from an NBO analysis.
Geometry (Å):
O (-1.3829, 1.7333, -0.1851)  -0.59
N (-1.2940, -0.4820, 0.2446)  -0.35
C (1.4304, 0.4026, 0.2437)  0.09
C (-1.0861, -1.6761, 0.6000)  0.12
C (1.9202, -0.0967, -1.0204)  -0.72
C (-1.7434, 0.5278, -0.3038)  0.53
C (0.9837, 1.0483, 1.1710)  -0.40
H (0.6323, 1.4018, 2.1397)  0.28
H (-0.5657, -2.4701, 0.0580)  0.23
H (2.8778, -0.7853, -1.1179)  0.29
H (2.0945, 0.8190, -1.6196)  0.27
H (-2.6549, 0.3107, -0.8657)  0.23
H (1.0284, -0.6850, -1.4103)  0.23
H (-1.5862, -2.0009, 1.5439)  0.23
H (-0.6543, 1.9526, 0.5218)  0.55



No. 5
The following is a DFT calculation (the ωB97M-V functional and the def2-TZVPD basis) of a cluster of 2 separate species, C13H22N2O in total.

Summary:
* orbital gap: 9.37 eV
* multiplicity: 1

Each line ends with the natural charge from an NBO analysis.
Geometry (Å):
O (0.5028, 1.3947, 1.0556)  -0.52
N (2.6649, 1.1642, -0.7015)  -0.72
N (-1.0474, 1.3997, -0.6375)  -0.49
C (-0.5749, 1.9515, 1.8589)  -0.08
C (-0.3466, 1.6651, -2.8560)  -0.31
C (0.2407, -2.6217, -0.9182)  -0.40
C (-1.3083, 1.5751, -2.0286)  0.04
C (0.5182, -1.3928, 1.9577)  -0.38
C (-0.9155, -1.9924, -1.8317)  -0.64
C (1.2375, 1.1125, -1.0670)  0.03
C (-0.2235, -3.4926, 0.4069)  -0.43
C (0.9221, 1.3203, -2.3703)  -0.14
C (-0.0548, -0.2643, 2.8332)  -0.41
C (-0.7169, -2.2786, 1.3397)  -0.39
C (0.2121, 1.4184, -0.3146)  0.47
C (-1.2176, 0.6658, 2.3726)  -0.43
H (-1.1402, -2.8127, 2.1169)  0.20
H (-0.6771, -4.3323, -0.1462)  0.23
H (3.2604, 0.7977, -1.4761)  0.36
H (0.8026, 0.3990, 3.3475)  0.21
H (-1.5017, -1.7881, 0.8945)  0.20
H (-1.6799, -2.6987, -2.1026)  0.21
H (-1.8020, 0.8409, 3.3278)  0.21
H (-1.3102, -0.9963, -1.4082)  0.22
H (0.6233, -3.7116, 1.0234)  0.20
H (-0.5368, -1.7344, -2.8763)  0.21
H (1.7295, 1.0061, -3.0460)  0.20
H (-1.9350, 0.1464, 1.5887)  0.22
H (-1.3094, 2.4500, 1.2919)  0.21
H (1.1991, -1.1148, 1.0550)  0.17
H (-0.4638, 1.8543, -3.8481)  0.22
H (1.0155, -3.1083, -1.5247)  0.20
H (-2.4541, 1.7309, -2.1167)  0.22
H (0.9233, -1.7281, -0.5706)  0.18
H (-0.3792, -1.0135, 3.5020)  0.21
H (-0.2485, 2.6376, 2.8724)  0.18
H (2.5839, -0.0187, 0.2236)  0.32
H (1.3196, -1.9065, 2.5041)  0.21



How do the records compare in E_tot? In the order shown, they have -3627.8347 -10443.1447 -31586.4078 -8841.1707 -18858.0655 eV.